Record 1
Here is 2 unconnected molecules or ions with the total composition C18H17N2O3 at a distorted geometry from OMol25. Energies are from ωB97M-V/def2-TZVPD.

Computed properties:
Calculated total energy   -28055.04371 eV
Maximum force   5.75 eV/Å
ΔE to the lowest compared entry with this formula, charge and spin   0.0 kJ/mol
LUMO   -5.4 eV
HOMO-LUMO gap   6.14 eV

ORCA input file:
```
! RIJCOSX wB97M-V def2-TZVPD def2/J DEFGRID3
* xyz 1 1
C 5.347 -1.710 -2.278
O 4.751 -0.435 -2.315
C 3.349 -0.435 -2.301
C 2.710 0.815 -2.285
C 1.344 0.923 -2.285
C 0.535 -0.243 -2.298
C -0.863 -0.206 -2.305
O -1.619 -1.343 -2.316
C -3.004 -1.087 -2.327
C 1.184 -1.495 -2.304
C 2.549 -1.589 -2.307
H 6.432 -1.595 -2.264
H 5.040 -2.236 -1.374
H 5.070 -2.275 -3.169
H 3.331 1.695 -2.269
H 0.874 1.891 -2.277
H -1.380 0.741 -2.310
H -3.537 -2.040 -2.328
H -3.277 -0.518 -1.440
H -3.263 -0.522 -3.221
H 0.566 -2.377 -2.299
H 3.008 -2.559 -2.316
O 1.110 0.589 1.927
C -0.077 0.383 2.134
C -0.984 1.302 2.840
C -2.273 0.778 2.872
C -3.292 1.486 3.481
C -3.002 2.709 4.059
C -1.714 3.220 4.036
C -0.694 2.521 3.426
C -2.259 -0.557 2.188
C -0.843 -0.762 1.749
N -0.379 -1.809 1.145
N 0.031 -2.775 0.600
H -4.293 1.091 3.499
H -3.790 3.281 4.522
H -1.506 4.170 4.501
H 0.316 2.890 3.403
H -2.566 -1.350 2.876
H -2.935 -0.568 1.328
*
```

Record 2
Here is a molecular structure, C28H22AuBr2N3O6S from OMol25. Energies are from ωB97M-V/def2-TZVPD.

Computed properties:
Calculated total energy   -200754.45079 eV
Maximum force   0.76 eV/Å
ΔE to the lowest compared entry with this formula, charge and spin   445.9 kJ/mol
LUMO (alpha / beta)   -0.4 / -1.8 eV
HOMO-LUMO gap (alpha / beta)   6.18 / 6.91 eV

ORCA input file:
```
! RIJCOSX wB97M-V def2-TZVPD def2/J DEFGRID3
* xyz 0 3
Au -0.163 -0.846 0.382
Br 6.752 1.838 -0.693
C 4.960 1.582 -0.150
C 4.539 0.330 0.255
C 3.216 0.138 0.622
C 2.285 1.191 0.554
C 2.761 2.452 0.180
C 4.083 2.654 -0.169
N 0.931 0.918 0.785
C 0.051 1.896 1.011
C -1.309 1.569 1.103
C -2.375 2.537 0.971
C -3.614 2.141 0.662
C -3.987 0.685 0.565
C -2.899 -0.258 1.041
N -1.585 0.254 1.182
H 5.234 -0.499 0.311
H 3.200 -1.789 0.685
H 2.084 3.290 0.111
H 4.425 3.633 -0.475
H 0.377 2.919 1.143
H -2.115 3.586 1.033
H -4.396 2.856 0.444
H -4.919 0.519 1.119
H -3.154 -0.952 1.843
C -1.310 -0.208 -6.318
C -1.737 -0.453 -4.896
C -2.691 -1.413 -4.588
C -3.082 -1.641 -3.275
C -2.500 -0.901 -2.264
C -1.556 0.075 -2.544
C -1.178 0.289 -3.857
S -3.034 -1.260 -0.572
O -4.105 0.218 -0.758
O -4.004 -2.328 -0.578
N -1.580 -2.111 -0.061
C -1.126 -3.244 -0.860
C 0.325 -3.072 -1.308
O 0.870 -3.833 -2.065
O 0.963 -2.039 -0.766
H -1.964 -0.726 -7.017
H -0.291 -0.569 -6.474
H -1.321 0.857 -6.549
H -3.138 -1.999 -5.382
H -3.833 -2.379 -3.026
H -1.126 0.679 -1.754
H -0.435 1.046 -4.081
H -1.743 -3.386 -1.748
H -1.191 -4.161 -0.268
Br 0.688 -2.535 3.023
C 1.208 -0.874 3.784
C 0.253 0.039 4.142
C 0.615 1.249 4.739
C 1.971 1.530 4.965
C 2.951 0.651 4.600
C 2.599 -0.606 3.986
C 3.577 -1.453 3.611
O 4.456 -2.151 3.327
O 2.777 -1.039 1.119
H -0.789 -0.189 3.958
H -0.148 1.954 5.036
H 2.249 2.462 5.441
H 3.997 0.873 4.763
*
```

Record 3
Here is a molecular structure, C30H44F8INO22Si2 at a distorted geometry from OMol25. Energies are from ωB97M-V/def2-TZVPD.

Computed properties:
Calculated total energy   -123963.17869 eV
Maximum force   1.31 eV/Å
ΔE to the lowest compared entry with this formula, charge and spin   0.0 kJ/mol
LUMO   0.2 eV
HOMO-LUMO gap   9.57 eV

ORCA input file:
```
! RIJCOSX wB97M-V def2-TZVPD def2/J DEFGRID3
* xyz 0 1
C 5.038 -3.513 2.002
C 6.089 -2.829 1.139
C 5.817 -1.356 0.897
F 5.527 -0.743 2.135
Si 4.410 -0.992 -0.355
O 3.702 -2.429 -0.769
C 5.057 -0.205 -1.925
C 4.858 1.295 -2.002
F 5.598 1.927 -1.010
O 3.309 -0.027 0.414
Si 1.735 -0.454 0.651
O 1.596 -1.885 1.462
I 0.607 -0.635 -1.528
C 0.824 0.862 1.625
C -0.658 0.991 1.273
C -1.481 -0.272 1.461
C -2.952 0.040 1.129
N -3.697 -1.074 0.547
C -3.610 -2.307 1.343
C -3.521 -1.202 -0.824
C -4.118 -2.405 -1.518
O -2.970 -0.330 -1.514
H 4.078 -3.580 1.496
H 4.920 -3.015 2.959
H 5.350 -4.532 2.214
H 6.152 -3.340 0.180
H 7.058 -2.950 1.621
H 6.731 -0.896 0.520
H 4.224 -2.936 -1.389
H 6.106 -0.464 -2.057
H 4.497 -0.648 -2.750
H 5.161 1.673 -2.975
H 3.805 1.531 -1.859
H 2.327 -1.966 2.081
H 1.316 1.823 1.484
H 0.936 0.615 2.682
H -0.759 1.359 0.255
H -1.097 1.758 1.914
H -1.147 -1.061 0.795
H -1.394 -0.581 2.500
H -2.988 0.901 0.478
H -3.460 0.330 2.046
H -3.529 -2.061 2.392
H -4.475 -2.938 1.184
H -2.734 -2.896 1.074
H -3.420 -2.730 -2.278
H -4.410 -3.212 -0.863
H -5.015 -2.074 -2.037
C 3.915 0.306 4.426
C 4.127 1.791 4.617
O 2.956 2.171 5.327
C 2.514 1.086 6.014
O 1.706 1.119 6.879
O 3.130 -0.034 5.578
F 4.176 2.461 3.446
H 3.341 0.100 3.523
H 4.838 -0.266 4.401
H 5.004 2.051 5.212
C -4.122 4.728 -0.675
C -2.646 4.397 -0.679
O -2.408 4.068 0.680
C -3.578 3.608 1.209
O -3.667 3.009 2.223
O -4.610 3.897 0.384
F -1.881 5.462 -1.022
H -4.289 5.776 -0.424
H -4.621 4.491 -1.610
H -2.374 3.548 -1.308
C -0.030 1.522 9.662
C -1.323 2.291 9.526
O -1.414 2.963 10.771
C -0.145 3.133 11.246
O 0.150 3.855 12.133
O 0.722 2.367 10.545
F -2.398 1.476 9.379
H -0.196 0.555 10.139
H 0.489 1.379 8.721
H -1.329 3.028 8.721
C -7.473 -4.350 -4.413
C -6.008 -4.709 -4.525
O -5.709 -5.185 -3.227
C -6.865 -5.680 -2.690
O -6.923 -6.360 -1.729
O -7.930 -5.280 -3.427
F -5.234 -3.627 -4.795
H -7.600 -3.331 -4.043
H -8.023 -4.473 -5.341
H -5.787 -5.490 -5.254
C -1.925 0.956 -4.266
C -2.838 2.111 -4.605
O -1.955 3.022 -5.239
C -0.937 2.300 -5.788
O -0.165 2.724 -6.578
O -0.945 1.038 -5.313
F -3.366 2.701 -3.501
H -1.441 1.099 -3.302
H -2.423 -0.009 -4.274
H -3.649 1.865 -5.292
C 2.345 0.758 -8.163
C 3.837 0.677 -8.399
O 4.319 0.210 -7.151
C 3.319 -0.507 -6.563
O 3.467 -1.228 -5.638
O 2.147 -0.285 -7.197
F 4.384 1.888 -8.666
H 2.055 1.715 -7.730
H 1.754 0.570 -9.055
H 4.137 -0.023 -9.180
*
```

Record 4
Here is 5 unconnected molecules or ions with the total composition C16H35N4O8P at a distorted geometry from OMol25. Energies are from ωB97M-V/def2-TZVPD.

Computed properties:
Calculated total energy   -48784.74232 eV
Maximum force   4.66 eV/Å
ΔE to the lowest compared entry with this formula, charge and spin   228.9 kJ/mol
SMILES string   C=COP(=O)(O)OC=C.CNC(C)=O.CNC(C)=O.CNC(C)=O.CNC(C)=O
LUMO   -0.6 eV
HOMO-LUMO gap   5.72 eV

ORCA input file:
```
! RIJCOSX wB97M-V def2-TZVPD def2/J DEFGRID3
* xyz 0 1
C 6.873 3.149 1.206
C 5.862 2.732 0.337
O 4.480 2.897 0.617
P 3.872 3.915 -0.613
O 3.411 3.154 -1.821
O 5.199 4.849 -1.066
O 2.778 5.054 -0.002
C 1.749 4.450 0.698
C 1.352 3.123 0.602
H 7.044 4.238 1.329
H 7.526 2.470 1.773
H 6.161 2.305 -0.644
H 5.333 5.428 -0.295
H 1.175 5.134 1.376
H 1.752 2.326 1.253
H 0.582 2.876 -0.178
C -3.172 2.054 2.130
N -2.138 3.023 1.818
C -1.865 4.197 2.431
C -2.721 4.605 3.602
O -0.940 4.889 2.021
H -2.696 1.100 2.350
H -3.810 1.936 1.251
H -3.778 2.359 2.978
H -1.520 2.823 1.041
H -2.375 5.565 3.980
H -3.761 4.709 3.291
H -2.641 3.868 4.403
C 1.066 -1.694 -0.163
N 0.324 -0.456 -0.054
C -0.472 0.132 -0.985
C -0.628 -0.558 -2.311
O -1.032 1.189 -0.726
H 0.729 -2.378 0.620
H 2.127 -1.482 -0.013
H 0.928 -2.165 -1.132
H 0.382 0.064 0.809
H -1.290 0.028 -2.945
H 0.342 -0.643 -2.806
H -1.068 -1.547 -2.173
C -0.840 -3.663 3.608
N -1.614 -2.450 3.790
C -2.437 -1.835 2.899
C -2.593 -2.459 1.537
O -3.021 -0.808 3.213
H -1.150 -4.394 4.357
H 0.217 -3.432 3.759
H -0.976 -4.086 2.618
H -1.559 -1.976 4.678
H -3.277 -1.856 0.945
H -1.630 -2.495 1.025
H -3.008 -3.465 1.627
C -0.276 -4.625 -6.144
N -0.685 -3.823 -5.007
C -1.453 -4.191 -3.949
C -1.968 -5.606 -3.912
O -1.707 -3.384 -3.067
H 0.815 -4.658 -6.176
H -0.641 -4.153 -7.057
H -0.663 -5.638 -6.086
H -0.378 -2.863 -4.965
H -2.561 -5.746 -3.012
H -2.601 -5.801 -4.779
H -1.135 -6.311 -3.891
*
```

Record 5
Here is 2 unconnected molecules or ions with the total composition CH4NO at a distorted geometry from OMol25. Energies are from ωB97M-V/def2-TZVPD.

Computed properties:
Calculated total energy   -4638.27953 eV
Maximum force   4.16 eV/Å
ΔE to the lowest compared entry with this formula, charge and spin   69.3 kJ/mol
LUMO   5.1 eV
HOMO-LUMO gap   6.79 eV

ORCA input file:
```
! RIJCOSX wB97M-V def2-TZVPD def2/J DEFGRID3
* xyz -1 1
N 0.342 -0.955 -0.143
C 0.382 -0.798 1.159
O -0.661 1.331 -0.984
H 1.060 -1.395 1.842
H -0.271 0.388 -0.741
H 0.103 1.909 -0.810
H -0.293 -0.082 1.629
*
```

Record 6
Here is 2 unconnected molecules or ions with the total composition C12H23F3N2O5PS from OMol25. Energies are from ωB97M-V/def2-TZVPD.

Computed properties:
Calculated total energy   -54303.34201 eV
Maximum force   0.60 eV/Å
LUMO   -3.6 eV
HOMO-LUMO gap   8.27 eV

ORCA input file:
```
! RIJCOSX wB97M-V def2-TZVPD def2/J DEFGRID3
* xyz 1 1
C 1.767 1.946 -1.247
P 1.194 0.207 -1.093
C 2.512 -0.785 -1.884
C -0.216 0.127 -2.358
O 0.018 -0.759 -3.439
C -0.510 -2.066 -3.279
C -0.605 -2.493 -1.830
N -1.519 -1.584 -1.031
N -1.070 -1.662 0.330
S -3.163 -2.309 -1.101
C -1.544 -0.193 -1.681
C -1.980 0.889 -0.692
O -2.581 1.918 -1.476
C -3.770 2.391 -1.010
F -4.225 3.272 -1.855
F -4.678 1.388 -0.879
F -3.643 2.941 0.207
H 2.695 2.021 -1.819
H 1.929 2.371 -0.256
H 1.015 2.548 -1.766
H 2.281 -1.025 -2.928
H 2.625 -1.723 -1.332
H 3.457 -0.237 -1.868
H -0.333 1.129 -2.792
H -1.483 -2.156 -3.781
H 0.188 -2.757 -3.765
H -1.007 -3.508 -1.774
H 0.367 -2.455 -1.336
H -1.835 -1.452 0.957
H -0.240 -1.075 0.467
H -3.824 -1.141 -1.089
H -2.306 -0.236 -2.467
H -2.675 0.499 0.056
H -1.119 1.302 -0.153
C 2.476 1.178 5.195
C 2.242 0.716 3.782
C 0.792 0.541 3.374
O 0.880 -0.506 2.393
C 1.997 -1.242 2.658
O 2.247 -2.269 2.119
O 2.748 -0.623 3.583
H 3.541 1.181 5.424
H 2.091 2.189 5.328
H 1.982 0.514 5.904
H 2.762 1.363 3.070
H 0.352 1.432 2.930
H 0.171 0.193 4.202
*
```

Record 7
Here is 3 unconnected molecules or ions with the total composition C32H57F4IN2O13PS at a distorted geometry from OMol25. Energies are from ωB97M-V/def2-TZVPD.

Computed properties:
Calculated total energy   -102792.33978 eV
Maximum force   4.19 eV/Å
ΔE to the lowest compared entry with this formula, charge and spin   94.0 kJ/mol
LUMO   -2.6 eV
HOMO-LUMO gap   8.24 eV

ORCA input file:
```
! RIJCOSX wB97M-V def2-TZVPD def2/J DEFGRID3
* xyz 1 1
C -2.018 5.868 2.749
C -0.724 5.675 1.990
O -0.241 4.350 2.006
C -0.780 3.588 0.968
C -0.313 2.125 1.024
C -1.238 1.493 2.098
C -1.275 2.079 3.488
O -1.964 3.012 3.892
F -0.551 1.337 4.359
C 1.155 1.919 1.488
C 1.458 0.539 2.191
C 2.630 -0.221 1.599
C 2.775 -1.559 2.365
I 4.820 -2.145 2.467
P 2.020 3.150 2.669
N 3.386 2.507 3.022
O 1.193 3.442 3.979
O 2.301 4.574 1.948
O 2.141 2.043 0.454
C 1.810 2.231 -0.900
S 1.556 4.036 -1.189
C 3.082 1.671 -1.602
C 3.999 2.631 -2.362
C 3.663 2.863 -3.853
C 3.143 4.251 -4.217
O 3.744 4.647 -5.436
C 2.827 5.179 -6.366
C 0.606 1.344 -1.276
C 0.406 1.457 -2.791
C 0.724 0.168 -3.606
N -0.611 1.445 -0.350
C -1.080 0.029 -0.141
C -1.215 -0.906 -1.346
C -2.267 -1.948 -1.038
F -3.492 -1.393 -1.149
F -2.135 -2.418 0.192
F -2.217 -2.933 -1.929
C -1.750 2.101 -1.054
O -2.909 2.089 -0.289
C -3.890 2.935 -0.870
H -2.308 6.907 2.770
H -2.828 5.253 2.381
H -1.860 5.586 3.780
H -0.829 6.079 0.981
H 0.034 6.275 2.471
H -0.571 4.097 0.033
H -1.859 3.603 1.097
H -1.056 0.442 2.256
H -2.266 1.530 1.774
H 1.690 0.691 3.233
H 0.637 -0.176 2.167
H 3.558 0.313 1.712
H 2.434 -0.501 0.572
H 2.304 -1.530 3.336
H 2.275 -2.335 1.807
H 4.161 3.048 2.671
H 1.560 4.227 4.400
H 3.019 4.425 1.326
H 0.788 4.051 -2.286
H 3.700 1.211 -0.848
H 2.839 0.864 -2.286
H 4.945 2.101 -2.397
H 4.237 3.548 -1.842
H 3.000 2.066 -4.168
H 4.567 2.733 -4.428
H 2.073 4.171 -4.416
H 3.288 4.983 -3.431
H 2.228 4.406 -6.842
H 2.217 5.947 -5.901
H 3.413 5.648 -7.144
H 1.048 0.378 -1.079
H 1.075 2.180 -3.226
H -0.556 1.780 -3.167
H 1.520 0.342 -4.315
H -0.145 -0.195 -4.134
H 1.077 -0.616 -2.950
H -2.030 -0.015 0.360
H -0.399 -0.456 0.538
H -0.299 -1.468 -1.463
H -1.479 -0.479 -2.301
H -1.996 1.520 -1.938
H -1.470 3.056 -1.479
H -4.655 3.102 -0.128
H -4.355 2.472 -1.734
H -3.491 3.902 -1.161
C -0.875 -4.579 1.660
C 0.203 -5.491 2.185
C -0.265 -6.477 3.220
O 0.915 -6.670 4.016
C 1.670 -5.550 3.909
O 2.612 -5.296 4.577
O 1.190 -4.743 2.916
H -1.250 -3.923 2.448
H -0.475 -3.937 0.876
H -1.703 -5.150 1.252
H 0.710 -6.000 1.360
H -0.596 -7.416 2.792
H -1.054 -6.077 3.864
C -4.733 -8.833 -1.472
C -4.298 -8.235 -0.158
C -3.176 -7.227 -0.263
O -2.521 -7.362 1.008
C -2.761 -8.632 1.452
O -2.207 -9.127 2.372
O -3.705 -9.231 0.695
H -3.928 -9.423 -1.912
H -5.578 -9.503 -1.326
H -5.029 -8.053 -2.174
H -5.157 -7.812 0.370
H -3.536 -6.209 -0.400
H -2.459 -7.465 -1.053
*
```

Record 8
Here is C2H3NO2 in the gas phase at a distorted geometry from OMol25. Energies are from ωB97M-V/def2-TZVPD.

Computed properties:
Calculated total energy   -7704.07809 eV
Maximum force   4.21 eV/Å
ΔE to the lowest compared entry with this formula, charge and spin   363.3 kJ/mol
SMILES string   C=[N+]([O-])C=O
LUMO   -0.2 eV
HOMO-LUMO gap   9.08 eV

ORCA input file:
```
! RIJCOSX wB97M-V def2-TZVPD def2/J DEFGRID3
* xyz 0 1
C 0.494 -0.665 -0.050
N 0.414 0.618 0.018
O 1.268 1.567 -0.017
C -1.188 1.126 0.037
O -1.995 0.285 0.002
H 1.381 -1.209 0.150
H -0.391 -1.366 -0.033
H -1.264 2.154 -0.108
*
```

Record 9
Here is 5 unconnected molecules or ions with the total composition C6H28N3O4P from OMol25. Energies are from ωB97M-V/def2-TZVPD.

Computed properties:
Calculated total energy   -28620.86972 eV
Maximum force   0.31 eV/Å
SMILES string   NC(N)(N)C[PH4].CO.CO.CO.CO
LUMO   0.6 eV
HOMO-LUMO gap   8.64 eV

ORCA input file:
```
! RIJCOSX wB97M-V def2-TZVPD def2/J DEFGRID3
* xyz 0 1
N 2.156 0.244 0.740
C 1.893 0.725 -0.619
N 3.047 0.290 -1.391
N 1.870 2.194 -0.650
C 0.572 0.125 -1.129
P -1.079 0.584 -0.208
H 3.137 0.408 0.943
H 1.619 0.766 1.425
H 3.084 -0.725 -1.343
H 2.918 0.511 -2.376
H 1.376 2.537 -1.466
H 1.388 2.568 0.157
H 0.468 0.388 -2.190
H 0.637 -0.971 -1.078
H -0.381 1.494 0.650
H -1.681 0.912 -1.462
H -1.207 -0.747 0.258
H -2.316 0.922 0.465
C 0.429 -3.184 0.968
O 1.527 -2.477 1.512
H 0.417 -4.175 1.419
H -0.520 -2.694 1.208
H 0.496 -3.311 -0.119
H 1.579 -1.594 1.101
C -5.872 1.473 0.763
O -4.850 1.100 1.669
H -5.397 2.067 -0.016
H -6.347 0.607 0.292
H -6.646 2.085 1.236
H -5.231 0.567 2.372
C -0.309 -2.854 4.418
O -0.788 -1.758 3.659
H -1.141 -3.239 5.005
H 0.069 -3.656 3.779
H 0.490 -2.558 5.104
H -0.049 -1.451 3.122
C 2.262 2.456 -4.602
O 2.950 1.218 -4.519
H 2.154 2.822 -3.583
H 2.826 3.203 -5.165
H 1.269 2.348 -5.048
H 3.111 0.886 -5.406
*
```

Record 10
Here is a molecular structure, C2H2FLi2MgO at a distorted geometry from OMol25. Energies are from ωB97M-V/def2-TZVPD.

Computed properties:
Calculated total energy   -12716.66929 eV
Maximum force   2.92 eV/Å
ΔE to the lowest compared entry with this formula, charge and spin   56.2 kJ/mol
LUMO (alpha / beta)   -5.9 / -7.9 eV
HOMO-LUMO gap (alpha / beta)   6.84 / 4.05 eV

ORCA input file:
```
! RIJCOSX wB97M-V def2-TZVPD def2/J DEFGRID3
* xyz 1 1
C 0.849 -1.574 1.124
C -0.165 -2.339 0.691
O 1.180 -0.455 0.349
H 1.484 -1.686 2.016
F -0.602 -0.403 -3.642
H -0.351 -3.193 1.358
Li -0.279 -0.922 -2.046
Mg 2.471 0.866 0.520
Li -1.229 -0.213 0.424
*
```